[1]
Entry from the OMol25 dataset: 7 unconnected molecules or ions with the total composition C27H57BFO7 (ωB97M-V/def2-TZVPD).

Last column: Löwdin charge in e.
Element x y z (Å)
C (-0.6275, -2.1355, -0.8934)  -0.076
C (-0.1074, -3.5667, -0.7978)  -0.208
C (0.5878, -3.9412, 0.5115)  -0.344
F (0.6650, -2.8470, 1.3796)  -0.106
B (-0.1366, -5.2334, 1.2326)  -0.561
O (0.1422, -6.4289, 0.3476)  -0.117
H (-0.2126, -1.6664, -1.7580)  0.045
H (-0.4600, -1.5490, -0.0200)  0.035
H (-1.6797, -2.1388, -1.0648)  0.057
H (0.5668, -3.7982, -1.5906)  0.080
H (-0.9304, -4.2252, -0.9235)  0.072
H (1.6054, -4.2358, 0.2776)  0.096
H (-1.3523, -5.0041, 1.2173)  0.054
H (0.2411, -5.3989, 2.3808)  0.035
H (-0.6358, -6.6654, -0.0803)  -0.017
C (4.1708, -3.4092, 2.9144)  -0.174
C (4.3761, -4.8956, 2.6454)  -0.167
C (4.2337, -5.4873, 4.0404)  -0.214
O (3.3208, -4.6470, 4.7455)  -0.144
C (3.1061, -3.4399, 3.9988)  -0.200
H (3.8604, -2.8429, 2.0381)  0.105
H (5.0948, -2.9658, 3.3008)  0.106
H (3.5816, -5.2692, 1.9967)  0.115
H (5.3347, -5.1313, 2.1828)  0.106
H (5.1930, -5.4830, 4.5759)  0.109
H (3.8473, -6.5067, 4.0293)  0.116
H (2.1056, -3.4799, 3.5602)  0.109
H (3.1601, -2.5835, 4.6749)  0.110
C (4.4744, -1.6754, -2.7958)  -0.170
C (3.8776, -0.2781, -2.6560)  -0.168
C (2.6881, -0.3530, -3.6034)  -0.226
O (2.2491, -1.7110, -3.5947)  -0.147
C (3.2247, -2.5304, -2.9399)  -0.193
H (5.0940, -1.9752, -1.9524)  0.110
H (5.0810, -1.7348, -3.7038)  0.109
H (3.5312, -0.1201, -1.6324)  0.114
H (4.5700, 0.5244, -2.9082)  0.107
H (2.9788, -0.0933, -4.6302)  0.115
H (1.8645, 0.2956, -3.3016)  0.113
H (2.8278, -2.8189, -1.9616)  0.114
H (3.3914, -3.4339, -3.5262)  0.119
C (-0.4383, 2.0153, -6.4541)  -0.176
C (-0.1465, 0.5782, -6.8571)  -0.175
C (-0.3829, -0.1697, -5.5566)  -0.186
O (-1.4031, 0.5629, -4.8515)  -0.137
C (-1.5967, 1.8389, -5.4826)  -0.199
H (-0.6879, 2.6646, -7.2924)  0.107
H (0.4253, 2.4418, -5.9375)  0.112
H (-0.8616, 0.2526, -7.6170)  0.111
H (0.8587, 0.4269, -7.2483)  0.109
H (0.5276, -0.1840, -4.9550)  0.083
H (-0.7137, -1.1962, -5.7096)  0.123
H (-2.5565, 1.8197, -6.0120)  0.117
H (-1.6375, 2.6207, -4.7234)  0.104
C (-2.1228, 5.4689, -0.5901)  -0.172
C (-1.4608, 4.0989, -0.6012)  -0.163
C (-2.2940, 3.3599, -1.6407)  -0.189
O (-2.7482, 4.3481, -2.5832)  -0.152
C (-2.4885, 5.6521, -2.0546)  -0.215
H (-1.4827, 6.2642, -0.2110)  0.110
H (-3.0271, 5.4391, 0.0219)  0.109
H (-0.4263, 4.1878, -0.9444)  0.114
H (-1.4541, 3.6050, 0.3696)  0.103
H (-3.1742, 2.8966, -1.1845)  0.119
H (-1.7288, 2.5886, -2.1643)  0.111
H (-1.6583, 6.0922, -2.6206)  0.113
H (-3.3717, 6.2774, -2.1934)  0.112
C (0.1564, 0.0098, 3.8538)  -0.158
C (1.2993, 0.5609, 3.0044)  -0.162
C (0.5484, 1.1329, 1.8119)  -0.195
O (-0.7296, 1.5581, 2.2993)  -0.160
C (-0.9308, 1.0474, 3.6184)  -0.219
H (0.4068, -0.1080, 4.9070)  0.111
H (-0.1593, -0.9594, 3.4685)  0.116
H (1.8131, 1.3625, 3.5445)  0.110
H (2.0367, -0.1860, 2.7205)  0.107
H (0.3842, 0.3742, 1.0421)  0.108
H (1.0630, 1.9832, 1.3595)  0.112
H (-0.8456, 1.8870, 4.3216)  0.111
H (-1.9373, 0.6327, 3.6909)  0.115
C (-4.4129, 2.8868, 4.4709)  -0.170
C (-5.7770, 3.4654, 4.1095)  -0.173
C (-5.3962, 4.8098, 3.5056)  -0.213
O (-4.1143, 4.6330, 2.8996)  -0.147
C (-3.5529, 3.3787, 3.3168)  -0.206
H (-4.4065, 1.8031, 4.5691)  0.110
H (-4.0618, 3.3166, 5.4125)  0.114
H (-6.2596, 2.8388, 3.3564)  0.114
H (-6.4542, 3.5598, 4.9571)  0.108
H (-5.3086, 5.5827, 4.2786)  0.114
H (-6.1068, 5.1534, 2.7529)  0.114
H (-3.5913, 2.6874, 2.4693)  0.122
H (-2.5104, 3.5219, 3.5953)  0.107

**Gap between HOMO and LUMO**: 6.53 eV
**Total charge**: -1

[2]
Entry from the OMol25 dataset: a molecular structure, C27H58AlI2N2O36S9 (ωB97M-V/def2-TZVPD).

Last column: Löwdin charge in e.
Element x y z (Å)
C (2.6046, -0.4240, -1.3995)  -0.264
C (2.3017, 0.5400, -0.2653)  -0.930
I (0.5766, -0.0741, 0.8759)  0.836
C (2.1251, 1.9563, -0.8040)  -0.768
I (3.9544, 2.3555, -1.9145)  0.832
Al (0.4203, 2.2904, -1.9838)  0.243
C (1.0657, 3.0019, -3.7905)  -0.389
N (1.4521, 1.9670, -4.7793)  -0.073
C (-0.6736, 3.8364, -1.1917)  -0.239
C (-2.1363, 3.5690, -0.7977)  -0.307
C (-2.9884, 2.8630, -1.8464)  -0.218
C (-3.2963, 1.3982, -1.5039)  -0.223
C (-3.2894, 0.4560, -2.7062)  -0.287
N (-4.6716, 0.0843, -3.0953)  -0.019
H (3.6706, -0.4622, -1.5455)  0.025
H (2.1604, -0.0269, -2.3013)  0.032
H (2.2143, -1.4161, -1.2363)  0.038
H (3.1557, 0.5380, 0.3944)  0.031
H (2.1370, 2.6642, 0.0103)  0.000
H (-0.4053, 0.9279, -2.1535)  -0.029
H (1.8349, 3.7544, -3.6604)  0.001
H (0.2060, 3.5373, -4.1911)  0.020
H (2.2876, 2.2273, -5.2769)  -0.002
H (1.5940, 1.0646, -4.3555)  0.003
H (-0.6017, 4.6965, -1.8416)  0.039
H (-0.1620, 4.1097, -0.2699)  0.030
H (-2.1524, 2.9923, 0.1143)  0.070
H (-2.5955, 4.5240, -0.5641)  0.085
H (-3.9483, 3.3572, -1.8813)  0.097
H (-2.5648, 2.9214, -2.8393)  0.094
H (-2.6179, 1.0597, -0.7363)  0.075
H (-4.2928, 1.3340, -1.0947)  0.091
H (-2.8113, 0.9449, -3.5337)  0.093
H (-2.7411, -0.4280, -2.4205)  0.088
H (-4.9260, -0.7585, -2.6061)  0.049
H (-4.6976, -0.0953, -4.0875)  0.044
C (3.3055, 3.8852, -9.2419)  -0.167
C (2.6031, 2.7232, -8.5700)  -0.159
O (3.6082, 2.1536, -7.7232)  -0.193
S (4.5684, 3.3088, -7.1705)  0.589
O (4.1228, 3.6992, -5.8900)  -0.211
O (5.9101, 2.9261, -7.4220)  -0.227
O (4.1344, 4.4464, -8.2174)  -0.188
H (3.9459, 3.5472, -10.0598)  0.129
H (2.6127, 4.6373, -9.6075)  0.133
H (2.2507, 1.9794, -9.2778)  0.134
H (1.7719, 3.0559, -7.9449)  0.136
C (-3.1290, 1.6396, 4.2020)  -0.165
C (-4.5182, 1.1323, 3.8901)  -0.150
O (-5.2557, 2.3266, 3.5408)  -0.186
S (-4.2700, 3.3609, 2.8220)  0.587
O (-4.3843, 3.2677, 1.4183)  -0.200
O (-4.3937, 4.6122, 3.4899)  -0.242
O (-2.9003, 2.6774, 3.2383)  -0.177
H (-3.0674, 2.0795, 5.1951)  0.110
H (-2.3731, 0.8674, 4.1022)  0.121
H (-4.9829, 0.6333, 4.7332)  0.134
H (-4.5153, 0.4653, 3.0273)  0.135
C (2.5343, -4.9111, -2.0054)  -0.152
C (2.8311, -4.9255, -0.5259)  -0.138
O (2.0234, -6.0102, -0.0163)  -0.187
S (1.9134, -7.1572, -1.1179)  0.593
O (2.8624, -8.1734, -0.8408)  -0.224
O (0.5385, -7.4772, -1.2861)  -0.234
O (2.4238, -6.3103, -2.3617)  -0.179
H (1.5822, -4.4230, -2.2166)  0.143
H (3.3139, -4.4395, -2.5825)  0.095
H (2.5657, -3.9945, -0.0341)  0.133
H (3.8764, -5.1572, -0.3251)  0.135
C (-1.3018, -10.7248, -1.4732)  -0.156
C (-1.7914, -9.3052, -1.3058)  -0.168
O (-3.1952, -9.3807, -1.6240)  -0.184
S (-3.7758, -10.7973, -1.1699)  0.590
O (-4.3971, -10.6737, 0.0967)  -0.222
O (-4.4537, -11.3773, -2.2704)  -0.225
O (-2.3702, -11.5393, -0.9651)  -0.193
H (-1.1481, -10.9739, -2.5249)  0.134
H (-0.3903, -10.9184, -0.9162)  0.136
H (-1.2936, -8.6116, -1.9668)  0.108
H (-1.6879, -8.9644, -0.2751)  0.135
C (-5.2855, 7.4817, 2.5355)  -0.161
C (-6.6646, 6.9742, 2.1898)  -0.156
O (-7.4014, 8.1630, 1.8478)  -0.194
S (-6.4203, 9.2230, 1.1585)  0.588
O (-6.5487, 9.1344, -0.2487)  -0.219
O (-6.5640, 10.4612, 1.8341)  -0.230
O (-5.0429, 8.5374, 1.5868)  -0.184
H (-5.2550, 7.9098, 3.5395)  0.135
H (-4.5296, 6.7118, 2.4442)  0.109
H (-7.1440, 6.4653, 3.0194)  0.135
H (-6.6409, 6.3151, 1.3204)  0.139
C (-1.3560, 2.9649, 9.6883)  -0.163
C (-0.5285, 3.3469, 8.4791)  -0.162
O (-0.1325, 2.0910, 7.9138)  -0.184
S (-1.2900, 1.0057, 8.1476)  0.604
O (-2.0781, 0.9135, 6.9756)  -0.211
O (-0.7130, -0.1379, 8.7433)  -0.201
O (-2.1048, 1.8204, 9.2632)  -0.182
H (-0.7247, 2.6733, 10.5300)  0.133
H (-2.0341, 3.7549, 9.9969)  0.135
H (0.3500, 3.9298, 8.7381)  0.134
H (-1.1227, 3.8886, 7.7404)  0.136
C (-0.4343, -3.1960, 3.6787)  -0.147
C (0.2341, -2.2611, 4.6585)  -0.168
O (-0.8484, -1.4696, 5.1814)  -0.201
S (-2.1840, -2.3415, 5.2284)  0.587
O (-2.3766, -2.8460, 6.5377)  -0.213
O (-3.1995, -1.6118, 4.5544)  -0.223
O (-1.6915, -3.5391, 4.2953)  -0.182
H (-0.6452, -2.6938, 2.7317)  0.107
H (0.1451, -4.0898, 3.4928)  0.136
H (0.9716, -1.6306, 4.1865)  0.079
H (0.6894, -2.8071, 5.4878)  0.139
C (5.7185, -2.6183, -6.4189)  -0.161
C (6.1465, -1.8872, -5.1639)  -0.160
O (4.9511, -1.2532, -4.7012)  -0.180
S (3.6842, -2.1600, -5.0574)  0.605
O (3.3452, -2.9429, -3.9222)  -0.234
O (2.7312, -1.3683, -5.7301)  -0.187
O (4.4129, -3.1257, -6.1110)  -0.185
H (5.6343, -1.9389, -7.2689)  0.134
H (6.3830, -3.4394, -6.6716)  0.133
H (6.9121, -1.1406, -5.3504)  0.138
H (6.4913, -2.5820, -4.3945)  0.133
C (5.8976, -0.3879, 4.5869)  -0.157
C (4.8512, 0.6380, 4.2066)  -0.152
O (4.1899, 0.0587, 3.0749)  -0.188
S (4.1526, -1.5271, 3.2258)  0.588
O (2.8954, -1.9152, 3.7630)  -0.243
O (4.6536, -2.1050, 2.0360)  -0.209
O (5.2475, -1.6522, 4.3859)  -0.183
H (6.7668, -0.3371, 3.9291)  0.135
H (6.2161, -0.2974, 5.6210)  0.134
H (5.2797, 1.5969, 3.9331)  0.139
H (4.1171, 0.7780, 5.0026)  0.136

**Gap between HOMO and LUMO**: 5.86 eV
**Total charge**: -1

Going through the records in order, we get highest occupied orbital energy values of -0.1536; -0.1688 hartree.
Going through the records in order, we get maximum force values of 0.0468; 0.0264 Eh/bohr.